39
Properties=species:S:1:pos:R:3:forces:R:3 method="wB97M-V/def2-TZVPD" smiles="N[C@@H](Cc1ccccc1)C(=O)N[C@@H](CCC(=O)O)C(=O)O" e_tot_ha=-1029.9826 relative_energy_kj_mol=251.2 homo_lumo_gap_ev=9.12 fmax_ev_per_a=5.1
C -0.26880 1.39400 -0.14782 0.630 -0.054 0.691
C 0.09183 0.34337 -1.20202 -0.928 1.214 3.166
C -1.74644 1.16080 0.23387 -0.909 -2.525 0.034
C -2.34953 1.76513 1.47301 1.041 2.676 -0.724
C -2.38303 3.24907 1.44946 1.312 -4.115 -2.753
C -2.78104 1.05072 2.56922 -0.939 -0.927 0.088
C -2.75504 3.83697 2.56773 -1.375 1.342 2.151
C -3.28398 1.74571 3.69392 -1.714 0.775 1.060
C -3.28232 3.14859 3.68657 0.788 -1.186 0.093
C 0.42132 -2.00766 -1.63455 1.465 1.466 0.825
C 0.22017 -3.24235 -0.79427 -1.260 -1.614 2.214
C 1.91173 -2.06166 -2.18675 -0.644 -2.068 0.366
C 2.98825 -2.10306 -1.06582 0.275 0.455 0.088
C 4.42396 -2.22194 -1.62698 0.224 -0.207 1.158
H -0.12294 2.76109 -1.60646 -1.101 -0.177 -3.607
H 1.03419 2.77862 -0.63198 -0.494 0.610 0.238
H 0.47546 1.13448 0.67675 -1.274 0.788 -0.416
H -2.36791 1.47314 -0.63561 0.435 -0.273 0.339
H -1.88739 0.00692 0.36225 0.140 1.851 -0.480
H -2.03561 3.73809 0.47688 -0.520 -0.503 1.826
H -2.91952 -0.07026 2.50439 0.556 1.360 0.128
H -2.75220 4.89286 2.54779 -0.098 1.174 0.418
H -3.90657 1.28148 4.56609 1.684 0.379 -1.764
H -3.61882 3.66853 4.58888 0.025 0.002 -0.556
H -0.04353 -1.09089 0.23074 0.492 0.107 -0.774
H -0.32300 -1.95081 -2.47479 0.709 -0.065 0.784
H 2.16016 -1.22695 -2.82429 -0.392 0.040 -0.446
H 1.88821 -3.05842 -2.77412 0.802 1.701 0.492
H 3.06547 -1.13474 -0.50320 -0.468 -0.565 -0.594
H 2.81148 -2.83211 -0.24081 0.194 0.206 -0.864
H 6.22224 -2.49753 -0.71733 -2.133 0.390 0.217
H 0.46614 -4.26102 -2.49288 -1.315 -0.017 2.456
N 0.00378 2.75476 -0.66543 1.814 -0.880 3.964
N 0.30478 -0.86573 -0.71437 -0.391 -2.495 0.668
O 0.16536 0.64195 -2.33383 0.475 0.616 -4.362
O 0.10405 -3.34379 0.44180 0.446 0.901 -3.662
O 4.78240 -2.13865 -2.77875 -0.159 -0.268 1.894
O 5.24530 -2.36536 -0.46208 1.152 -0.196 -2.602
O 0.04139 -4.35334 -1.55523 1.456 0.085 -1.758